# 1
The following is a DFT calculation (wB97M-V/def2-TZVPD) of a cluster of 2 separate species, C27H25N5O8S in total at a distorted geometry.

Element x y z (Å)
C1 -0.251 -4.985 3.492
O1 -0.074 -3.567 3.263
C2 -1.214 -2.849 3.087
C3 -1.052 -1.465 2.963
N1 0.260 -0.893 2.942
C4 1.132 -0.851 1.884
N2 2.380 -0.890 2.429
C5 3.563 -1.421 1.788
C6 2.283 -0.525 3.782
C7 0.959 -0.455 4.073
C8 -2.116 -0.617 3.248
O2 -1.764 0.686 3.378
C9 -2.832 1.645 3.361
C10 -3.416 -1.135 3.400
C11 -3.588 -2.520 3.356
C12 -2.507 -3.372 3.170
H1 0.753 -5.395 3.485
H2 -0.720 -5.170 4.469
H3 -0.861 -5.444 2.704
H4 3.247 -2.031 0.934
H5 4.219 -0.617 1.434
H6 4.146 -2.059 2.476
H7 3.128 -0.370 4.421
H8 0.460 -0.237 4.995
H9 -2.332 2.599 3.187
H10 -3.550 1.397 2.564
H11 -3.342 1.646 4.336
H12 -4.266 -0.462 3.559
H13 -4.591 -2.936 3.482
H14 -2.661 -4.442 3.140
C13 -2.118 0.186 -6.530
C14 -1.511 -0.064 -5.177
C15 -0.331 -0.811 -5.082
C16 0.270 -1.066 -3.845
C17 -0.295 -0.500 -2.685
S1 0.441 -0.840 -1.107
O3 -0.603 -1.225 -0.209
O4 1.646 -1.610 -1.301
N3 0.960 0.706 -0.538
C18 1.499 1.691 -1.389
C19 1.981 1.612 -2.684
C20 2.423 2.804 -3.282
N4 2.822 2.786 -4.644
O5 3.211 3.852 -5.172
O6 2.757 1.709 -5.278
C21 2.351 4.030 -2.576
C22 1.865 4.089 -1.260
C23 1.456 2.905 -0.658
C24 0.898 2.586 0.653
N5 0.599 3.512 1.671
O7 0.653 4.728 1.362
O8 0.298 3.117 2.824
C25 0.692 1.229 0.695
C26 -1.505 0.205 -2.761
C27 -2.090 0.423 -4.004
H15 -3.014 0.810 -6.446
H16 -1.401 0.694 -7.191
H17 -2.401 -0.757 -7.023
H18 0.130 -1.211 -5.992
H19 1.187 -1.663 -3.787
H20 1.980 0.679 -3.224
H21 2.642 4.941 -3.084
H22 1.764 5.021 -0.698
H23 0.340 0.619 1.532
H24 -1.968 0.572 -1.850
H25 -3.023 0.972 -4.064

Forces on atoms 1 to 2 (eV/Å):
0.005 0.639 -0.122
-0.569 -0.846 -0.436

Results
highest occupied orbital energy	-7.80	eV
net charge	0



# 2
The following is a DFT calculation (wB97M-V/def2-TZVPD) of a structure of composition C27H26AsCrN7O2S3.

Element x y z (Å)
Cr1 0.335 -1.260 -0.301
S1 2.442 -1.835 0.476
C1 2.817 -1.807 -1.224
S2 1.392 -1.962 -2.220
C2 4.072 -1.634 -1.721
C3 4.298 -1.632 -3.127
N1 4.434 -1.631 -4.269
C4 5.160 -1.382 -0.838
N2 6.005 -1.123 -0.103
O1 0.867 0.570 -0.677
As1 0.598 1.682 0.573
C5 -0.676 0.781 1.694
C6 -0.200 -0.334 2.392
C7 -1.089 -1.133 3.104
C8 -2.437 -0.806 3.129
C9 -2.904 0.308 2.439
C10 -2.030 1.101 1.712
C11 -0.072 3.310 -0.126
C12 -0.530 4.301 0.734
C13 -0.969 5.504 0.202
C14 -0.933 5.706 -1.171
C15 -0.468 4.712 -2.019
C16 -0.036 3.501 -1.501
C17 2.224 1.861 1.540
C18 2.227 2.321 2.852
C19 3.433 2.426 3.525
C20 4.615 2.066 2.889
C21 4.603 1.603 1.582
C22 3.403 1.503 0.896
H1 0.865 -0.547 2.423
H2 -0.720 -1.988 3.654
H3 -3.129 -1.409 3.703
H4 -3.955 0.562 2.475
H5 -2.396 1.950 1.150
H6 -0.549 4.150 1.808
H7 -1.331 6.283 0.858
H8 -1.269 6.648 -1.582
H9 -0.443 4.880 -3.087
H10 0.315 2.712 -2.154
H11 1.305 2.585 3.359
H12 3.452 2.779 4.547
H13 5.553 2.139 3.422
H14 5.521 1.296 1.099
H15 3.382 1.119 -0.117
N3 -0.083 -6.533 0.358
N4 -0.514 -5.225 0.385
N5 -1.651 -4.883 0.951
C23 -1.596 -3.566 0.855
N6 -0.469 -3.163 0.254
N7 0.222 -4.254 -0.032
H16 -0.887 -7.120 0.158
H17 0.621 -6.610 -0.371
H18 -2.353 -2.910 1.247
O2 -1.989 1.044 -1.330
S3 -1.809 -0.410 -1.492
C24 -3.442 -1.189 -1.284
C25 -3.706 -2.020 -2.532
C26 -3.123 -1.208 -3.688
C27 -1.711 -0.844 -3.250
H19 -4.101 -0.319 -1.235
H20 -3.502 -1.720 -0.337
H21 -4.772 -2.211 -2.648
H22 -3.205 -2.988 -2.461
H23 -3.715 -0.307 -3.853
H24 -3.103 -1.769 -4.621
H25 -1.261 0.020 -3.736
H26 -1.031 -1.691 -3.341

Forces on atoms 1 to 2 (eV/Å):
0.252 0.025 -0.028
-0.055 -0.007 -0.017

Results
highest occupied orbital energy (alpha / beta)	-10.55 / -10.68	eV
multiplicity	4
expectation value of S²	3.889
net charge	+1
relative energy (zero: lowest compared OMol25 entry of this formula, charge and spin)	0.909	eV



# 3
The following is a DFT calculation (wB97M-V/def2-TZVPD) of a structure of composition C27H26AsN3O7PPtS.

Element x y z (Å)
Pt1 0.186 0.539 0.363
C1 4.416 -0.774 1.074
C2 2.939 -0.868 1.301
N1 2.192 0.338 0.857
C3 2.813 1.468 0.835
C4 4.254 1.618 1.022
C5 5.039 0.396 1.018
C6 4.756 2.864 1.107
C7 3.902 4.031 1.051
C8 2.595 3.958 0.738
C9 2.011 2.661 0.511
N2 0.817 2.361 0.087
C10 -0.175 3.232 -0.432
C11 0.019 4.489 -0.951
C12 -1.078 5.239 -1.417
C13 -2.346 4.728 -1.380
C14 -2.567 3.406 -0.930
C15 -3.835 2.775 -0.939
C16 -3.942 1.471 -0.559
C17 -2.787 0.762 -0.177
N3 -1.604 1.332 -0.145
C18 -1.471 2.655 -0.488
H1 4.954 -1.712 1.074
H2 2.499 -1.697 0.743
H3 6.116 0.474 0.956
H4 5.822 3.002 1.237
H5 4.340 4.998 1.261
H6 1.981 4.844 0.730
H7 1.010 4.904 -1.042
H8 -0.902 6.230 -1.809
H9 -3.187 5.313 -1.728
H10 -4.703 3.336 -1.260
H11 -4.891 0.956 -0.556
H12 -2.825 -0.284 0.092
O1 1.482 -1.913 4.890
As1 1.148 -1.403 3.269
O2 2.798 -1.009 2.701
O3 0.296 -0.028 3.188
C19 1.045 -3.083 2.339
C20 2.145 -3.913 2.519
C21 2.199 -5.125 1.844
C22 1.175 -5.492 0.984
C23 0.087 -4.652 0.792
C24 0.026 -3.451 1.478
S1 -1.359 -2.376 1.263
O4 -1.716 -1.962 2.589
O5 -2.334 -3.070 0.469
O6 -0.827 -1.233 0.433
H13 1.080 -1.292 5.513
H14 2.946 -3.625 3.187
H15 3.041 -5.786 2.000
H16 1.219 -6.442 0.468
H17 -0.732 -4.920 0.139
C25 2.430 -3.968 -2.671
P1 1.573 -2.398 -2.476
C26 2.347 -1.267 -3.645
C27 -0.098 -2.670 -3.082
O7 1.589 -1.892 -1.073
H18 2.458 -4.282 -3.715
H19 1.917 -4.726 -2.078
H20 3.450 -3.866 -2.298
H21 2.271 -1.636 -4.668
H22 3.399 -1.145 -3.385
H23 1.852 -0.298 -3.575
H24 -0.102 -3.090 -4.088
H25 -0.634 -1.720 -3.083
H26 -0.611 -3.348 -2.399

Forces on atoms 1 to 2 (eV/Å):
-0.145 0.270 -0.027
-0.031 -0.060 0.021

Results
highest occupied orbital energy	-11.36	eV
net charge	+1
relative energy (zero: lowest compared OMol25 entry of this formula, charge and spin)	0.000	eV



# 4
The following is a DFT calculation (wB97M-V/def2-TZVPD) of a structure of composition C27H26BiN6O8P2.

Element x y z (Å)
Bi1 -0.044 -0.368 -0.966
O1 0.573 2.196 3.592
C1 0.192 0.999 4.100
C2 0.488 0.665 5.421
C3 0.137 -0.569 5.935
C4 -0.509 -1.503 5.133
C5 -0.788 -1.179 3.820
C6 -0.464 0.068 3.283
C7 -0.755 0.302 1.853
O2 -0.796 -0.753 1.094
N1 -0.951 1.528 1.423
N2 -1.028 1.528 0.062
C8 -1.542 2.511 -0.558
C9 -1.548 2.493 -2.026
C10 -2.216 3.462 -2.757
C11 -2.220 3.369 -4.141
C12 -1.556 2.317 -4.746
C13 -0.904 1.392 -3.941
N3 -0.894 1.483 -2.616
H1 1.063 2.678 4.269
H2 0.996 1.394 6.043
H3 0.368 -0.800 6.966
H4 -0.790 -2.469 5.529
H5 -1.273 -1.895 3.171
H6 -1.977 3.346 -0.014
H7 -2.733 4.263 -2.246
H8 -2.740 4.106 -4.736
H9 -1.540 2.202 -5.820
H10 -0.378 0.542 -4.362
N4 -2.482 -3.011 -4.270
C14 -2.222 -3.224 -2.788
C15 -2.764 -4.584 -2.367
P1 -3.167 -1.798 -2.007
O3 -3.926 -2.456 -0.768
O4 -4.109 -1.404 -3.082
O5 -2.193 -0.794 -1.436
P2 -0.412 -3.008 -2.574
O6 0.198 -4.370 -3.145
O7 -0.087 -1.853 -3.470
O8 -0.089 -2.863 -1.106
H11 -3.369 -2.453 -4.304
H12 -2.543 -3.888 -4.782
H13 -1.718 -2.435 -4.648
H14 -3.847 -4.637 -2.480
H15 -2.537 -4.751 -1.316
H16 -2.294 -5.381 -2.948
H17 -3.532 -2.183 0.071
H18 0.675 -4.884 -2.482
C16 2.681 -1.963 2.683
C17 2.013 -1.833 1.461
N5 1.987 -0.710 0.772
C18 2.626 0.370 1.260
C19 3.326 0.335 2.474
C20 3.336 -0.874 3.189
C21 4.001 1.508 2.949
C22 3.985 2.646 2.233
C23 3.281 2.718 0.985
C24 3.266 3.886 0.205
C25 2.592 3.894 -0.988
C26 1.914 2.737 -1.379
N6 1.891 1.629 -0.666
C27 2.584 1.599 0.498
H19 2.665 -2.908 3.206
H20 1.467 -2.668 1.037
H21 3.858 -0.927 4.137
H22 4.537 1.447 3.888
H23 4.510 3.529 2.577
H24 3.795 4.765 0.553
H25 2.571 4.769 -1.622
H26 1.365 2.721 -2.314

Forces on atoms 1 to 2 (eV/Å):
0.069 -0.022 -0.034
0.046 0.021 -0.045

Results
highest occupied orbital energy	-10.73	eV
net charge	+1
relative energy (zero: lowest compared OMol25 entry of this formula, charge and spin)	0.198	eV



> What is the formula in the fourth record?

C27H26BiN6O8P2



What did the fourth record say?
The following is a DFT calculation (wB97M-V/def2-TZVPD) of a structure of composition C27H26BiN6O8P2.

Element x y z (Å)
Bi1 -0.044 -0.368 -0.966
O1 0.573 2.196 3.592
C1 0.192 0.999 4.100
C2 0.488 0.665 5.421
C3 0.137 -0.569 5.935
C4 -0.509 -1.503 5.133
C5 -0.788 -1.179 3.820
C6 -0.464 0.068 3.283
C7 -0.755 0.302 1.853
O2 -0.796 -0.753 1.094
N1 -0.951 1.528 1.423
N2 -1.028 1.528 0.062
C8 -1.542 2.511 -0.558
C9 -1.548 2.493 -2.026
C10 -2.216 3.462 -2.757
C11 -2.220 3.369 -4.141
C12 -1.556 2.317 -4.746
C13 -0.904 1.392 -3.941
N3 -0.894 1.483 -2.616
H1 1.063 2.678 4.269
H2 0.996 1.394 6.043
H3 0.368 -0.800 6.966
H4 -0.790 -2.469 5.529
H5 -1.273 -1.895 3.171
H6 -1.977 3.346 -0.014
H7 -2.733 4.263 -2.246
H8 -2.740 4.106 -4.736
H9 -1.540 2.202 -5.820
H10 -0.378 0.542 -4.362
N4 -2.482 -3.011 -4.270
C14 -2.222 -3.224 -2.788
C15 -2.764 -4.584 -2.367
P1 -3.167 -1.798 -2.007
O3 -3.926 -2.456 -0.768
O4 -4.109 -1.404 -3.082
O5 -2.193 -0.794 -1.436
P2 -0.412 -3.008 -2.574
O6 0.198 -4.370 -3.145
O7 -0.087 -1.853 -3.470
O8 -0.089 -2.863 -1.106
H11 -3.369 -2.453 -4.304
H12 -2.543 -3.888 -4.782
H13 -1.718 -2.435 -4.648
H14 -3.847 -4.637 -2.480
H15 -2.537 -4.751 -1.316
H16 -2.294 -5.381 -2.948
H17 -3.532 -2.183 0.071
H18 0.675 -4.884 -2.482
C16 2.681 -1.963 2.683
C17 2.013 -1.833 1.461
N5 1.987 -0.710 0.772
C18 2.626 0.370 1.260
C19 3.326 0.335 2.474
C20 3.336 -0.874 3.189
C21 4.001 1.508 2.949
C22 3.985 2.646 2.233
C23 3.281 2.718 0.985
C24 3.266 3.886 0.205
C25 2.592 3.894 -0.988
C26 1.914 2.737 -1.379
N6 1.891 1.629 -0.666
C27 2.584 1.599 0.498
H19 2.665 -2.908 3.206
H20 1.467 -2.668 1.037
H21 3.858 -0.927 4.137
H22 4.537 1.447 3.888
H23 4.510 3.529 2.577
H24 3.795 4.765 0.553
H25 2.571 4.769 -1.622
H26 1.365 2.721 -2.314

Forces on atoms 1 to 2 (eV/Å):
0.069 -0.022 -0.034
0.046 0.021 -0.045

Results
highest occupied orbital energy	-10.73	eV
net charge	+1
relative energy (zero: lowest compared OMol25 entry of this formula, charge and spin)	0.198	eV



Copy entry 3 word for word.
The following is a DFT calculation (wB97M-V/def2-TZVPD) of a structure of composition C27H26AsN3O7PPtS.

Element x y z (Å)
Pt1 0.186 0.539 0.363
C1 4.416 -0.774 1.074
C2 2.939 -0.868 1.301
N1 2.192 0.338 0.857
C3 2.813 1.468 0.835
C4 4.254 1.618 1.022
C5 5.039 0.396 1.018
C6 4.756 2.864 1.107
C7 3.902 4.031 1.051
C8 2.595 3.958 0.738
C9 2.011 2.661 0.511
N2 0.817 2.361 0.087
C10 -0.175 3.232 -0.432
C11 0.019 4.489 -0.951
C12 -1.078 5.239 -1.417
C13 -2.346 4.728 -1.380
C14 -2.567 3.406 -0.930
C15 -3.835 2.775 -0.939
C16 -3.942 1.471 -0.559
C17 -2.787 0.762 -0.177
N3 -1.604 1.332 -0.145
C18 -1.471 2.655 -0.488
H1 4.954 -1.712 1.074
H2 2.499 -1.697 0.743
H3 6.116 0.474 0.956
H4 5.822 3.002 1.237
H5 4.340 4.998 1.261
H6 1.981 4.844 0.730
H7 1.010 4.904 -1.042
H8 -0.902 6.230 -1.809
H9 -3.187 5.313 -1.728
H10 -4.703 3.336 -1.260
H11 -4.891 0.956 -0.556
H12 -2.825 -0.284 0.092
O1 1.482 -1.913 4.890
As1 1.148 -1.403 3.269
O2 2.798 -1.009 2.701
O3 0.296 -0.028 3.188
C19 1.045 -3.083 2.339
C20 2.145 -3.913 2.519
C21 2.199 -5.125 1.844
C22 1.175 -5.492 0.984
C23 0.087 -4.652 0.792
C24 0.026 -3.451 1.478
S1 -1.359 -2.376 1.263
O4 -1.716 -1.962 2.589
O5 -2.334 -3.070 0.469
O6 -0.827 -1.233 0.433
H13 1.080 -1.292 5.513
H14 2.946 -3.625 3.187
H15 3.041 -5.786 2.000
H16 1.219 -6.442 0.468
H17 -0.732 -4.920 0.139
C25 2.430 -3.968 -2.671
P1 1.573 -2.398 -2.476
C26 2.347 -1.267 -3.645
C27 -0.098 -2.670 -3.082
O7 1.589 -1.892 -1.073
H18 2.458 -4.282 -3.715
H19 1.917 -4.726 -2.078
H20 3.450 -3.866 -2.298
H21 2.271 -1.636 -4.668
H22 3.399 -1.145 -3.385
H23 1.852 -0.298 -3.575
H24 -0.102 -3.090 -4.088
H25 -0.634 -1.720 -3.083
H26 -0.611 -3.348 -2.399

Forces on atoms 1 to 2 (eV/Å):
-0.145 0.270 -0.027
-0.031 -0.060 0.021

Results
highest occupied orbital energy	-11.36	eV
net charge	+1
relative energy (zero: lowest compared OMol25 entry of this formula, charge and spin)	0.000	eV



> Look up the net charge of the second one.

+1